(1)
C29H27AsN3O12PtS2 | wB97M-V/def2-TZVPD

Output
Charge: -1
Multiplicity: 3
ΔE to the lowest compared entry with this formula, charge and spin (kcal/mol): 72.1
Highest occupied orbital energy (spin up / spin down) (eV): -4.85 / -5.72
Frontier orbital gap (spin up / spin down) (eV): 6.60 / 5.62

Last column: Löwdin spin population.
Atoms and positions in Å:
Pt1 0.04367 -0.40878 -0.35560  0.561
O1 7.40765 -4.00116 0.31282  0.002
C1 6.09057 -4.33045 0.32177  0.008
O2 5.78074 -5.46282 0.56909  0.012
C2 5.11555 -3.25054 0.03691  0.039
C3 3.75590 -3.55468 0.13136  0.000
C4 2.78670 -2.59472 -0.04442  0.034
C5 3.12486 -1.25423 -0.30110  0.006
C6 4.49309 -0.97760 -0.49801  0.035
C7 5.45576 -1.94894 -0.32875  -0.006
N1 2.14400 -0.27386 -0.33329  0.197
C8 2.48710 1.02164 -0.47176  0.226
C9 1.51230 2.00286 -0.32630  0.077
C10 1.77988 3.38919 -0.27548  0.067
C11 0.78089 4.25869 0.06480  0.030
C12 -0.48930 3.74868 0.38249  0.106
C13 -0.70493 2.39591 0.27797  0.012
N2 0.23639 1.54566 -0.12572  0.133
H1 7.53092 -3.06568 0.12892  0.000
H2 3.47640 -4.57461 0.35703  -0.001
H3 1.74866 -2.87525 -0.01152  0.001
H4 4.82663 0.00349 -0.79973  0.004
H5 6.48655 -1.66208 -0.50895  -0.001
H6 3.51254 1.32226 -0.61470  0.015
H7 2.78445 3.73048 -0.48448  0.002
H8 0.96950 5.32288 0.11430  -0.001
H9 -1.28957 4.39471 0.71057  0.006
H10 -1.64669 1.95886 0.55185  -0.001
O3 -4.15791 1.46647 -2.05296  0.000
As1 -2.92582 -1.63629 -3.42276  0.002
O4 -3.15572 -2.26361 -4.91631  0.002
O5 -1.93944 -0.49509 -0.81730  0.025
C14 -1.15598 -0.73332 -3.70178  0.014
C15 -0.94127 0.37944 -4.50258  -0.001
C16 0.34621 0.87223 -4.67152  0.012
C17 1.43698 0.24422 -4.07493  0.000
C18 1.24561 -0.88047 -3.29240  0.025
C19 -0.05855 -1.32163 -3.08312  0.022
S1 -0.41604 -2.79007 -2.16522  0.002
O6 0.45262 -3.83863 -2.61108  0.001
O7 -1.84473 -3.07862 -2.45858  0.001
O8 -0.18218 -2.49552 -0.70769  0.000
H11 -5.00088 1.10310 -1.75823  0.000
H12 -1.78391 0.83565 -5.00914  0.000
H13 0.51107 1.73902 -5.30049  0.001
H14 2.44076 0.61413 -4.23914  0.000
H15 2.07847 -1.43103 -2.87161  0.001
C20 -4.03311 3.96642 -0.68906  0.001
C21 -3.69351 2.66726 -0.00942  0.000
C22 -3.28175 1.54218 -0.93353  0.000
C23 -3.06617 0.14490 -0.27135  0.002
C24 -3.13251 0.16972 1.24358  0.001
C25 -3.44623 1.24423 1.96020  0.000
C26 -3.69284 2.52657 1.31872  0.000
S2 -3.40487 -1.42550 2.00905  0.000
O9 -4.59498 -1.86383 1.32334  0.000
O10 -3.49595 -1.25987 3.43538  0.000
N3 -2.25489 -2.55349 1.71908  -0.001
C27 -1.36323 -3.02067 2.78918  0.000
C28 0.07866 -2.51423 2.74819  -0.001
C29 0.11807 -1.00480 3.07669  0.013
O11 0.39462 -0.67407 4.22280  0.043
O12 -0.18040 -0.23105 2.09980  0.274
H16 -3.61634 3.98605 -1.69477  0.000
H17 -3.66292 4.81850 -0.11705  0.000
H18 -5.11598 4.07516 -0.77876  0.000
H19 -2.32126 1.81744 -1.38765  0.000
H20 -3.92998 -0.47844 -0.55438  0.000
H21 -3.56171 1.14896 3.03283  0.000
H22 -3.94154 3.37158 1.95201  0.000
H23 -1.84874 -2.50833 0.79139  0.000
H24 -1.33826 -4.11358 2.73875  0.000
H25 -1.84172 -2.72888 3.72246  0.000
H26 0.49278 -2.66153 1.75301  -0.001
H27 0.67128 -3.04608 3.48969  0.001

(2)
C4H7ClFN | wB97M-V/def2-TZVPD

Output
Charge: 0
Multiplicity: 1
ΔE to the lowest compared entry with this formula, charge and spin (kcal/mol): 64.8
Highest occupied orbital energy (eV): -8.67
Frontier orbital gap (eV): 9.40

Last column: natural (NBO) charge in e.
Atoms and positions in Å:
C1 1.31699 -0.29658 1.40712  0.062
C2 -2.09560 -0.90756 -0.73987  -0.507
C3 1.62662 1.09032 -0.61657  -0.444
C4 -1.86777 -0.92783 0.52280  0.218
N1 1.29995 0.85573 0.75413  -0.590
F1 -2.15471 0.21797 1.35611  -0.391
Cl1 2.12095 -1.61702 0.58216  -0.090
H1 -1.70418 -1.78784 -1.39944  0.236
H2 -2.74301 -0.15316 -1.23893  0.234
H3 0.50472 1.37721 1.11068  0.423
H4 1.99722 0.36408 -1.25072  0.229
H5 2.34413 1.91291 -0.61756  0.208
H6 0.65185 1.41619 -1.06938  0.206
H7 -1.29715 -1.54442 1.19947  0.207

(3)
C4H6ClN3 | wB97M-V/def2-TZVPD

Output
Charge: 0
Multiplicity: 1
ΔE to the lowest compared entry with this formula, charge and spin (kcal/mol): 88.0
Highest occupied orbital energy (eV): -7.57
Frontier orbital gap (eV): 8.21

Last column: natural (NBO) charge in e.
Atoms and positions in Å:
C1 1.89491 -1.33575 -0.09626  -0.275
C2 0.81475 -0.34376 -0.00833  -0.056
C3 1.08611 0.98696 -0.06862  0.166
C4 -0.62177 -0.83820 0.06740  -0.620
N1 3.16662 -1.25231 -0.02565  0.088
N2 4.27310 -1.49043 0.04830  -0.005
N3 0.16510 1.99120 0.12315  -0.846
Cl1 2.82465 1.63952 0.00162  -0.124
H1 1.73957 -2.27454 -0.44124  0.219
H2 -0.65543 -1.74061 -0.39374  0.213
H3 -1.16137 0.02358 -0.36395  0.247
H4 -0.70964 -0.95273 1.18182  0.222
H5 -0.25783 2.14170 1.02215  0.384
H6 0.48430 2.84032 -0.29668  0.385

(4)
C36H86B2F10N9O12S2 | wB97M-V/def2-TZVPD

Output
Charge: +3
Multiplicity: 1
Highest occupied orbital energy (eV): -14.78
Frontier orbital gap (eV): 8.77

Last column: Löwdin charge in e.
Atoms and positions in Å:
C1 4.04790 -0.77785 2.25503  -0.071
C2 2.96261 -0.66556 3.31743  -0.131
N1 2.01104 -1.82595 3.42269  0.012
C3 2.34456 -3.15714 3.67279  -0.021
C4 1.18232 -3.90691 3.77299  0.003
N2 0.13163 -3.04179 3.57316  -0.064
C5 0.64094 -1.78621 3.43154  0.035
C6 -1.24688 -3.42217 3.55831  0.000
H1 4.73432 0.06885 2.25507  0.081
H2 3.75452 -0.97198 1.22336  0.064
H3 4.63960 -1.65464 2.51819  0.069
H4 2.37972 0.24831 3.20264  0.102
H5 3.56385 -0.60679 4.22472  0.136
H6 3.36349 -3.47823 3.83111  0.136
H7 1.03543 -4.95556 3.98552  0.145
H8 0.05893 -0.88189 3.53085  0.132
H9 -1.95097 -2.59026 3.54115  0.083
H10 -1.64824 -3.90006 4.45198  0.120
H11 -1.41666 -3.84987 2.57023  0.108
C7 -4.52796 7.54941 -2.66384  -0.057
C8 -5.22110 6.64131 -1.67157  -0.189
N3 -4.60095 5.33723 -1.46558  -0.028
C9 -4.85305 4.23979 -2.38097  0.064
C10 -4.16693 3.15508 -1.87944  -0.005
N4 -3.67339 3.49879 -0.64826  -0.105
C11 -3.94411 4.79952 -0.37017  0.053
C12 -2.97984 2.64224 0.17908  -0.040
H12 -3.48440 7.55851 -2.34922  0.074
H13 -4.78714 8.60558 -2.73759  0.097
H14 -4.47565 7.06230 -3.63753  0.078
H15 -6.25870 6.47110 -1.95880  0.135
H16 -5.21925 7.11300 -0.68892  0.130
H17 -5.47958 4.42661 -3.24061  0.145
H18 -4.11200 2.11411 -2.16188  0.105
H19 -3.82311 5.34623 0.55334  0.173
H20 -2.66473 1.69540 -0.25942  0.105
H21 -3.65002 2.60001 1.03767  0.109
H22 -2.07615 3.13379 0.53940  0.091
C13 9.43927 -2.80642 2.86353  -0.086
O1 8.48031 -3.58633 2.18495  -0.183
C14 9.03822 -4.12876 1.01202  -0.219
C15 8.10106 -5.12350 0.30071  -0.046
N5 6.63573 -4.65315 0.07506  0.084
H23 6.15412 -5.43296 -0.34925  0.166
H24 6.13701 -4.60734 0.95215  0.152
C16 6.30293 -3.29813 -0.67471  -0.012
C17 4.75911 -3.17118 -0.75944  -0.219
O2 4.11506 -3.35764 0.45369  -0.191
C18 2.78609 -3.74139 0.28313  -0.092
H25 9.05311 -2.63439 3.86821  0.099
H26 9.59105 -1.84184 2.37911  0.099
H27 10.36864 -3.35471 3.01768  0.101
H28 10.02298 -4.56101 1.18955  0.138
H29 9.27860 -3.36292 0.27460  0.125
H30 8.03014 -6.10009 0.77959  0.136
H31 8.42533 -5.48353 -0.67568  0.137
H32 6.73667 -3.29673 -1.67469  0.138
H33 6.83942 -2.56686 -0.07012  0.128
H34 4.42783 -3.89889 -1.50026  0.133
H35 4.53809 -2.17409 -1.14032  0.122
H36 2.69458 -4.78001 -0.03463  0.101
H37 2.20843 -3.17515 -0.44748  0.084
H38 2.19813 -3.83105 1.19658  0.075
C19 2.05897 3.14138 -2.78531  -0.079
O3 1.95842 2.52349 -1.50616  -0.194
C20 0.71224 2.00795 -1.01748  -0.135
C21 0.85619 1.69091 0.50039  -0.076
N6 1.07025 2.89786 1.35143  0.060
H39 0.36352 3.59880 1.18024  0.178
H40 0.94489 2.46333 2.25452  0.081
C22 2.46315 3.46071 1.36114  -0.075
C23 2.70597 4.31103 2.56867  -0.177
O4 4.06170 4.19278 3.00944  -0.137
C24 4.20889 3.25147 4.02820  -0.116
H41 3.06503 3.50817 -2.98877  0.107
H42 1.43651 4.02406 -2.93205  0.074
H43 1.74194 2.52084 -3.62349  0.072
H44 0.37668 1.15573 -1.60843  0.100
H45 -0.03172 2.79548 -1.13751  0.120
H46 1.51554 0.89487 0.84635  0.131
H47 -0.11197 1.37551 0.88935  0.100
H48 2.50140 3.92895 0.37758  0.131
H49 3.15805 2.62188 1.32139  0.140
H50 2.04351 4.30314 3.43421  0.129
H51 2.64848 5.31003 2.13646  0.135
H52 5.09439 3.46975 4.62511  0.102
H53 4.41816 2.21305 3.77133  0.067
H54 3.40187 3.21042 4.75974  0.077
C25 -6.08818 -5.88539 -1.95415  -0.060
O5 -5.53522 -4.91089 -1.06184  -0.194
C26 -4.97236 -3.77253 -1.61831  -0.202
C27 -4.18504 -3.08948 -0.46596  -0.052
N7 -5.11346 -2.90288 0.70579  0.083
H55 -6.02949 -2.67485 0.34662  0.158
H56 -5.29323 -3.77818 1.17657  0.165
C28 -4.68664 -1.90670 1.82863  -0.014
C29 -5.20567 -0.48145 1.59324  -0.196
O6 -6.49212 -0.55144 1.03552  -0.170
C30 -6.86877 0.63001 0.38499  -0.085
H57 -6.79548 -5.42892 -2.64658  0.096
H58 -6.65949 -6.70939 -1.52669  0.093
H59 -5.26032 -6.36845 -2.47319  0.091
H60 -5.71667 -3.07306 -1.99890  0.116
H61 -4.43816 -3.98138 -2.54520  0.136
H62 -3.65769 -2.19486 -0.79709  0.116
H63 -3.47966 -3.76366 0.01986  0.128
H64 -3.60171 -2.00988 1.80943  0.106
H65 -5.18664 -2.30029 2.71361  0.138
H66 -4.57175 0.05790 0.88943  0.102
H67 -5.19544 0.10229 2.51369  0.137
H68 -7.88512 0.54328 0.00078  0.111
H69 -6.20185 0.75031 -0.46873  0.067
H70 -6.78502 1.52788 0.99728  0.092
C31 -1.12339 4.41136 -4.10329  -0.075
O7 -0.87644 3.01510 -3.94002  -0.234
C32 -1.97872 2.14540 -4.35593  -0.153
C33 -1.72247 0.78517 -3.84977  -0.058
N8 -0.28635 0.27085 -4.15909  0.090
H71 -0.11818 0.24623 -5.15469  0.178
H72 0.27847 1.04751 -3.84624  0.106
C34 0.12190 -1.05367 -3.54092  -0.025
C35 1.57060 -0.96084 -2.95039  -0.208
O8 2.27654 -0.14056 -3.80997  -0.205
C36 3.65052 0.15877 -3.40177  -0.042
H73 -1.80989 4.65150 -3.29141  0.076
H74 -1.51456 4.61789 -5.09950  0.101
H75 -0.29919 5.11837 -4.00892  0.088
H76 -1.82766 2.22231 -5.43266  0.141
H77 -2.99789 2.47435 -4.15299  0.120
H78 -2.32020 -0.00469 -4.30469  0.146
H79 -1.85098 0.65970 -2.77468  0.114
H80 -0.01831 -1.67261 -4.42711  0.144
H81 -0.48132 -1.44444 -2.72144  0.118
H82 2.01601 -1.95350 -2.88456  0.128
H83 1.64014 -0.53810 -1.94812  0.102
H84 4.18016 0.78841 -4.11670  0.099
H85 4.24563 -0.75424 -3.42027  0.080
H86 3.65572 0.66252 -2.43517  0.081
N9 -0.27676 1.79323 3.54443  -0.299
S1 -1.94234 1.44078 3.51562  0.575
O9 -2.73232 2.65675 3.61367  -0.263
O10 -2.45170 0.29378 4.27286  -0.256
F1 -2.07899 0.94910 2.02138  -0.195
S2 -0.20561 1.93732 5.01257  0.421
O11 0.09640 0.74720 5.76374  -0.266
O12 -0.98547 2.99362 5.66919  -0.236
F2 1.29996 2.54642 4.94971  -0.227
B1 -4.95676 -0.44412 -2.75745  -1.491
F3 -4.39327 -1.40586 -3.49611  0.193
F4 -4.05617 -0.10812 -1.77021  0.117
F5 -5.21099 0.68245 -3.54461  0.115
F6 -6.14630 -0.83055 -2.25244  0.181
B2 -0.82404 -1.74041 0.07907  -1.513
F7 -1.41921 -0.82702 -0.78905  0.115
F8 -1.06784 -2.93473 -0.41157  0.224
F9 0.53790 -1.48890 0.05467  0.124
F10 -1.30553 -1.57950 1.34121  0.153

(5)
C4H8OS2 | wB97M-V/def2-TZVPD

Output
Structure (SMILES): CO[C@@H]1CSCS1
Charge: 0
Multiplicity: 1
ΔE to the lowest compared entry with this formula, charge and spin (kcal/mol): 18.4
Highest occupied orbital energy (eV): -8.62
Frontier orbital gap (eV): 9.37

Last column: natural (NBO) charge in e.
Atoms and positions in Å:
C1 2.67484 -0.32677 -0.53415  -0.263
O1 1.36169 -0.81285 -0.41032  -0.541
C2 0.65284 -0.38248 0.64080  0.032
C3 -0.68157 -1.18718 0.85383  -0.567
S1 -1.85018 -0.60963 -0.36844  0.199
C4 -1.06267 1.02120 -0.73815  -0.682
S2 0.17817 1.43348 0.48838  0.150
H1 3.00679 -0.35274 -1.60215  0.202
H2 2.73752 0.69158 -0.10914  0.188
H3 3.42058 -0.95878 0.01761  0.173
H4 1.28049 -0.40363 1.51438  0.180
H5 -0.99848 -0.96902 1.87670  0.224
H6 -0.52197 -2.27429 0.68709  0.245
H7 -1.85446 1.79275 -0.60408  0.239
H8 -0.71254 1.04677 -1.75092  0.219

(6)
C2Ag7O6 | wB97M-V/def2-TZVPD

Output
Charge: +3
Multiplicity: 1
ΔE to the lowest compared entry with this formula, charge and spin (kcal/mol): 0.0
Highest occupied orbital energy (eV): -15.41
Frontier orbital gap (eV): 1.85

Last column: natural (NBO) charge in e.
Atoms and positions in Å:
Ag1 0.36360 -2.12911 -1.80664  0.970
Ag2 1.44386 -1.64307 1.49876  0.962
Ag3 1.37300 1.15125 -0.56284  0.824
Ag4 -3.36712 -0.41115 3.36831  0.897
Ag5 -0.90790 3.03184 -1.79580  0.986
Ag6 -4.52391 -0.34548 0.40754  0.769
Ag7 -2.99680 2.34957 1.07953  0.844
C1 -1.21918 0.20764 0.32679  0.985
O1 -1.04206 1.32549 -0.31248  -0.991
O2 -0.46638 -0.78480 0.14987  -0.830
O3 -2.15328 0.15792 1.25632  -1.028
C2 3.40407 -0.72682 -0.91719  0.916
O4 4.37530 -1.40579 -1.23388  -0.477
O5 2.23889 -1.32313 -0.67557  -1.065
O6 3.47793 0.54563 -0.78271  -0.762